[1]
Computed, not measured: a molecular structure, C30H59ClIrP2Si2 in a non-equilibrium geometry, with ωB97M-V/def2-TZVPD.

## Properties
HOMO level (alpha / beta) (eV): -5.58 / -7.34
Frontier orbital gap (alpha / beta) (eV): 6.11 / 5.61
Expectation value of S²: 8.7921

Structure (ORCA input):
```
! wB97M-V def2-TZVPD RIJCOSX def2/J DEFGRID3
* xyz 0 6
Ir 0.02658 0.96999 0.50215
C 2.16995 -0.11384 -1.03260
C 1.34048 -1.25192 -1.04676
C 0.00508 -0.81307 -1.31319
Si 1.92398 -3.02249 -0.78689
C 0.01905 0.62215 -1.56578
C 1.41897 1.07134 -1.26600
Si 2.05305 2.82311 -1.18412
H 3.23528 -0.14262 -0.87991
H -0.88570 -1.43174 -1.39162
H -0.73772 1.20594 -2.08519
Cl -2.01351 0.39820 0.87188
C 3.90207 2.86768 -0.94390
C 1.58774 3.63066 -2.79139
C 3.75767 -3.05482 -0.43336
C 1.54480 -4.04254 -2.29962
H 2.29202 3.24680 -3.54584
H 1.71332 4.72056 -2.72020
H 0.56898 3.39838 -3.12425
H 4.22831 2.20152 -0.13463
H 4.20088 3.89622 -0.69715
H 4.40831 2.57228 -1.87242
H 2.26311 -3.75720 -3.08376
H 0.53032 -3.86509 -2.68044
H 1.66603 -5.11732 -2.09735
H 4.32703 -2.98043 -1.37074
H 4.03105 -3.99746 0.06248
H 4.04558 -2.21826 0.21819
C 1.28959 3.71968 0.30978
C 1.04264 -3.74657 0.73199
P -0.45382 3.19532 0.48455
H 1.41357 4.80939 0.27568
H 1.81217 3.34631 1.20346
P -0.69889 -3.20378 0.85046
H 1.57759 -3.35324 1.61429
H 1.13305 -4.84578 0.74633
C -1.28676 -3.84669 2.50389
C -1.61708 -4.29041 -0.36816
C -1.44707 3.84216 -0.97295
C -1.21640 4.05372 1.92973
C -1.39858 3.11331 3.12469
H -2.21987 4.35621 1.59258
C -0.43483 5.31124 2.31407
H 0.58524 5.06461 2.63134
H -0.94143 5.80463 3.15455
H -0.37625 6.03933 1.49711
H -2.26048 2.45105 2.97484
H -1.55496 3.69416 4.04258
H -0.51742 2.46723 3.25223
H -1.05603 3.28565 -1.83830
C -1.21635 5.33991 -1.19149
C -2.94708 3.53211 -0.86738
H -0.16204 5.60517 -1.31954
H -1.63255 5.94101 -0.37248
H -1.73627 5.64269 -2.11049
H -3.15074 2.47253 -1.05965
H -3.48574 4.12810 -1.61722
H -3.36098 3.79660 0.11290
H -1.23517 -3.95973 -1.35022
C -3.12095 -3.98260 -0.30344
C -1.33095 -5.77912 -0.19877
H -0.28145 -6.03702 -0.38028
H -1.93249 -6.33094 -0.93321
H -1.61965 -6.13569 0.79900
H -3.31922 -2.91032 -0.43314
H -3.55745 -4.30224 0.65220
H -3.63232 -4.52906 -1.10499
C -1.45170 -2.62120 3.41517
C -0.39617 -4.91067 3.14053
H -2.28164 -4.27990 2.31093
H 0.60651 -4.52029 3.35409
H -0.29580 -5.80921 2.52023
H -0.84916 -5.21573 4.09288
H -0.51864 -2.03972 3.45960
H -1.71866 -2.94044 4.43188
H -2.23415 -1.94993 3.03783
C -4.00723 -0.07808 -2.27088
H -3.68823 0.33283 -3.23823
H -3.73410 -1.11802 -2.05035
H -4.87212 0.35044 -1.76515
C -0.11728 0.27442 5.42022
C 1.26474 0.30030 4.75648
C 2.04785 1.54278 5.18376
C 2.03852 -0.98312 5.06533
C 1.09259 0.44867 3.30754
C 0.84204 0.82791 2.16356
H 0.00155 0.19987 6.50958
H -0.71216 -0.56824 5.05450
H -0.67347 1.18279 5.16830
H 2.26394 1.50898 6.25770
H 2.97992 1.61358 4.61133
H 1.46399 2.44233 4.94856
H 1.46691 -1.86974 4.76091
H 2.98568 -1.00965 4.51439
H 2.23487 -1.03326 6.14558
*
```

[2]
Computed, not measured: a molecular structure, CH2ClN2O3 in a non-equilibrium geometry, with ωB97M-V/def2-TZVPD.

## Properties
HOMO level (eV): -4.69
Frontier orbital gap (eV): 8.35

Structure (ORCA input):
```
! wB97M-V def2-TZVPD RIJCOSX def2/J DEFGRID3
* xyz -1 1
C 1.19047 -0.15806 0.02367
N -2.89817 1.52881 0.74130
N -2.37192 1.16289 -0.16541
O 0.42049 -1.05186 0.38962
O 2.48749 -0.54924 -0.18275
O 1.01914 1.05418 -0.00784
Cl -2.15656 -1.13431 -0.36686
H -0.60684 -1.00291 0.11325
H 2.91589 0.15049 -0.54499
*
```

[3]
Computed, not measured: 2 unconnected molecules or ions with the total composition C13H24O4 in a non-equilibrium geometry, with ωB97M-V/def2-TZVPD.

## Properties
HOMO level (eV): -7.47
Structure (SMILES): C=COC(=O)OCC[C@@H](C)CCC=C(C)C.O
Frontier orbital gap (eV): 7.11

Structure (ORCA input):
```
! wB97M-V def2-TZVPD RIJCOSX def2/J DEFGRID3
* xyz 0 1
C 1.68587 -2.61382 1.69736
C 2.41617 -3.16843 0.67987
O 2.90690 -2.44913 -0.39811
C 3.71048 -1.40901 -0.03212
O 4.38119 -1.41851 0.89768
O 3.70060 -0.42889 -0.94346
C 3.46102 0.88640 -0.40319
C 2.04935 1.40850 -0.72717
C 0.93513 0.64004 0.04618
C 0.97071 1.15830 1.49701
C -0.43022 0.81780 -0.69926
C -1.56883 1.45656 0.12656
C -2.87315 1.01483 -0.56213
C -3.79161 0.27262 0.07899
C -4.23280 -1.06998 -0.48526
C -4.44609 0.68266 1.38653
H 2.20477 -2.51556 2.65543
H 0.66048 -2.26473 1.59587
H 2.64294 -4.23705 0.70533
H 3.61598 0.96147 0.67543
H 4.17123 1.56872 -0.88377
H 2.01285 2.46331 -0.41768
H 1.86451 1.36109 -1.80326
H 1.18460 -0.42326 0.01574
H 1.90412 0.78602 1.94901
H 0.18042 0.74079 2.12705
H 1.01517 2.25010 1.56280
H -0.25710 1.46116 -1.56899
H -0.75620 -0.15250 -1.08764
H -1.64804 1.10383 1.15493
H -1.51438 2.55240 0.03799
H -3.07403 1.26141 -1.60904
H -4.02232 -1.14387 -1.55614
H -3.82361 -1.89915 0.09879
H -5.33273 -1.12942 -0.37939
H -4.13959 0.01872 2.21345
H -5.52242 0.49851 1.26383
H -4.30841 1.73740 1.62404
O 1.03842 -0.30620 -3.28007
H 1.95625 -0.53197 -3.08172
H 1.07240 0.05885 -4.17149
*
```

[4]
Computed, not measured: a molecular structure, C36H38HoN6O9S3 in a non-equilibrium geometry, with ωB97M-V/def2-TZVPD.

## Properties
HOMO level (alpha / beta) (eV): -4.25 / -4.23
Frontier orbital gap (alpha / beta) (eV): 6.50 / 6.48
Expectation value of S²: 6.0038

Structure (ORCA input):
```
! wB97M-V def2-TZVPD RIJCOSX def2/J DEFGRID3
* xyz -1 5
Ho 1.14516 0.66696 0.24247
C -3.97885 -0.63907 1.31493
O -4.72638 -0.52365 0.08241
C -4.92400 -1.67092 -0.63661
C -6.26728 -1.99674 -0.88950
C -6.62072 -3.14673 -1.56879
C -5.61111 -3.96836 -2.04817
C -4.28147 -3.60239 -1.87892
C -3.89777 -2.45050 -1.18227
N -2.51635 -2.24432 -1.01313
C -1.71508 -1.12075 -0.98047
N -2.30173 0.03462 -1.33898
C -1.85305 1.37502 -1.41594
C -0.56424 1.79564 -1.13385
C -0.30656 3.15550 -1.35742
C -1.27506 4.03094 -1.81446
C -2.58159 3.60051 -2.02502
C -2.85186 2.26251 -1.87458
O -4.07193 1.65743 -2.14065
C -5.17178 2.54078 -2.19444
N -0.42295 -1.25239 -0.70949
C -0.00656 -2.61447 -0.57834
C -0.17286 -3.25329 0.64571
C 0.21475 -4.56467 0.85961
C 0.79778 -5.25556 -0.19255
C 0.92395 -4.66222 -1.42382
C 0.51739 -3.34824 -1.65179
O 0.72616 -2.93538 -2.92152
C 0.53815 -1.58021 -3.37822
H -4.51335 -1.30790 2.00803
H -3.93672 0.37368 1.72310
H -2.95263 -0.97804 1.16882
H -6.99510 -1.31008 -0.47819
H -7.66766 -3.37680 -1.72817
H -5.83472 -4.90254 -2.54980
H -3.47983 -4.22221 -2.27684
H -2.01074 -3.08755 -0.77153
H -3.30856 -0.03124 -1.47970
H 0.67658 3.54292 -1.14183
H -1.00589 5.07626 -1.96365
H -3.33091 4.29448 -2.36465
H -6.06408 1.91994 -2.19430
H -5.15520 3.17488 -3.08098
H -5.16741 3.18651 -1.31989
H -0.65923 -2.69675 1.44347
H 0.14218 -5.01956 1.83875
H 1.15274 -6.25668 -0.00895
H 1.32345 -5.20852 -2.27168
H 0.82687 -1.58620 -4.41584
H 1.14459 -0.88330 -2.81627
H -0.50232 -1.28906 -3.32988
N 2.74128 -1.51196 -0.49318
N 3.84831 -1.71433 0.38302
C 3.55145 -1.52606 1.69279
N 4.63632 -1.41850 2.48948
S 1.97940 -1.55151 2.31300
H 2.13970 -2.32298 -0.32928
H 3.11484 -1.58048 -1.44333
H 4.58673 -1.06197 0.05260
H 5.47298 -1.07059 2.03993
H 4.43469 -1.01200 3.38885
O 4.72944 0.09340 -1.63513
S 3.95724 1.24282 -2.09285
O 4.11048 1.49131 -3.50864
O 2.55098 1.27030 -1.64511
C 4.76572 2.65684 -1.28042
C 5.61963 3.36795 -2.11491
C 6.46698 4.36475 -1.61962
C 6.46465 4.66299 -0.27242
C 5.56120 4.01215 0.57127
C 4.71672 3.02635 0.08995
S 3.56044 2.36123 1.27848
O 2.23429 2.87705 0.90107
O 4.04146 2.76133 2.59576
O 3.58389 0.91610 1.05452
H 5.68325 3.11599 -3.16792
H 7.13535 4.87462 -2.30430
H 7.13373 5.41490 0.12519
H 5.50907 4.24721 1.63508
C -0.32778 1.28376 1.98845
C -0.37317 1.05794 3.41762
C -1.04391 -0.06469 3.92153
C -0.98888 -0.39616 5.26103
C -0.30169 0.41564 6.16035
C 0.30373 1.58056 5.68689
C 0.24400 1.91902 4.34019
H -0.27569 2.35688 1.76924
H -1.25564 0.92298 1.54257
H -1.58939 -0.68569 3.22885
H -1.48664 -1.27419 5.63859
H -0.25270 0.15036 7.21725
H 0.84763 2.23744 6.36098
H 0.74370 2.80697 3.97639
*
```

[5]
Computed, not measured: 3 unconnected molecules or ions with the total composition C11H25FNO8PS3 in a non-equilibrium geometry, with ωB97M-V/def2-TZVPD.

## Properties
HOMO level (eV): -9.01
Structure (SMILES): C#CCN(P(C)C)S(=O)(=O)F.CCOS(C)(=O)=O.CCOS(C)(=O)=O
Frontier orbital gap (eV): 9.49

Structure (ORCA input):
```
! wB97M-V def2-TZVPD RIJCOSX def2/J DEFGRID3
* xyz 0 1
C -3.48389 -1.90423 -1.62895
C -2.33230 -2.14286 -1.83247
C -0.94628 -2.50414 -2.15848
N 0.09125 -1.93331 -1.25858
P -0.28495 -2.13762 0.46097
C -0.75302 -0.51469 1.13587
C 1.31557 -2.51417 1.23655
S 0.59369 -0.47964 -1.82250
O 1.18904 -0.63802 -3.10360
O -0.37103 0.55234 -1.66636
F 1.74815 -0.25477 -0.79540
H -4.52229 -1.74347 -1.48698
H -0.72075 -2.21431 -3.18544
H -0.84772 -3.58845 -2.09550
H -1.63960 -0.16355 0.61217
H 0.02946 0.24302 1.06859
H -0.96737 -0.69889 2.19170
H 1.82465 -3.27735 0.64804
H 1.97613 -1.65925 1.39333
H 1.05814 -2.94483 2.20642
C 3.67756 4.27287 -7.33371
C 2.63393 3.17620 -7.29327
O 2.24739 2.81152 -5.94979
S 1.29916 3.81325 -5.15952
C 0.88343 2.73767 -3.83690
O 0.14628 4.08010 -5.96650
O 2.07483 4.90797 -4.66076
H 3.28176 5.21515 -6.95945
H 4.00777 4.42212 -8.36224
H 4.53757 4.00562 -6.71989
H 1.74138 3.44772 -7.85878
H 3.02901 2.25565 -7.71807
H 0.31640 1.89602 -4.22214
H 0.28064 3.31499 -3.13937
H 1.79909 2.40425 -3.35665
C -0.73054 -0.19472 8.22784
C -0.47310 -1.53563 7.57466
O -1.65352 -2.09603 6.94818
S -2.13224 -1.46110 5.57750
C -3.28805 -2.70930 5.13757
O -1.02975 -1.46996 4.66072
O -2.82701 -0.23720 5.82507
H -0.96788 0.57090 7.49142
H 0.15931 0.11814 8.77443
H -1.56818 -0.26078 8.92170
H 0.32707 -1.47937 6.83562
H -0.18775 -2.27722 8.31745
H -2.75585 -3.64081 4.96790
H -3.77505 -2.37377 4.22441
H -4.01450 -2.80734 5.93946
*
```

[6]
Computed, not measured: a molecular structure, BrClINOS in a non-equilibrium geometry, with ωB97M-V/def2-TZVPD.

## Properties
HOMO level (alpha / beta) (eV): -8.88 / -8.88
Frontier orbital gap (alpha / beta) (eV): 7.08 / 7.08

Structure (ORCA input):
```
! wB97M-V def2-TZVPD RIJCOSX def2/J DEFGRID3
* xyz 0 1
N -0.51123 0.91135 -0.34876
O 0.99303 -1.56278 -0.58778
S 0.23761 0.18677 -1.55664
Cl -2.06651 0.18878 0.18993
Br 0.37010 1.89278 0.97337
I 0.97701 -1.61689 1.32988
*
```